Record 1
151
Properties=species:S:1:pos:R:3:lowdin_charge:R:1 method="wB97M-V/def2-TZVPD" homo_ha=-0.3528 largest_force_ha_per_bohr=0.0490 e_tot_ha=-9208.750054 gap_ev=9.695
H -3.30 -1.73 -1.34 0.064
C 1.13 0.09 -1.32 -0.086
H -0.76 0.84 2.09 0.106
O -2.28 -3.57 -2.58 -0.043
F 1.37 -4.19 -0.35 0.121
H 5.88 -3.81 1.80 0.117
H -0.36 -0.77 2.63 0.006
H -3.30 -5.30 0.17 0.121
C 4.31 -2.97 -4.53 -0.245
Cl -1.23 -2.27 7.05 0.555
C -0.45 -1.49 0.01 0.005
C -4.28 2.97 -3.88 -0.239
H 5.72 1.11 5.46 0.069
O 3.41 -2.27 0.17 -0.082
H 5.52 -4.03 -5.64 0.080
C -1.02 1.07 -1.88 -0.130
H -5.37 0.51 0.73 0.120
H -3.01 -4.13 2.80 0.078
Cl 4.44 3.15 0.43 0.533
Cl -0.92 6.54 6.58 0.545
F 1.03 -3.15 -2.35 0.098
H 6.25 -2.99 0.32 0.113
H -1.79 0.60 0.12 0.098
H -1.96 0.70 -2.27 0.080
C -2.96 -1.85 7.24 -0.617
C 0.99 0.23 1.18 -0.100
C -0.87 0.91 -0.37 -0.094
H -4.55 -3.32 -1.41 0.091
Cl -2.79 -1.83 3.33 0.616
H -1.62 -0.93 -6.32 0.090
H 1.93 3.98 -6.16 0.077
O 2.08 -2.23 -5.18 -0.074
H 0.35 -2.10 0.42 0.078
O -3.05 4.28 -2.21 -0.098
H 0.60 3.28 7.48 0.069
Cl 0.11 2.62 -5.34 0.595
C -0.83 4.78 1.38 -0.672
H 0.94 3.29 -7.46 0.072
C 0.85 0.62 3.66 -0.282
H 6.64 0.89 -1.51 0.077
C -3.42 4.19 -3.60 -0.205
H 0.69 1.30 5.68 0.021
C -4.01 0.02 -0.79 -0.228
H -0.80 -4.97 3.16 0.073
Cl 4.47 1.56 -2.18 0.534
H -1.33 -5.02 -1.41 0.132
H 4.63 0.03 4.54 0.073
C 3.30 -1.83 -4.58 -0.231
H -0.51 1.85 0.05 0.113
H -2.48 0.63 -4.83 0.098
C 4.25 -2.63 1.23 -0.253
H -1.15 5.06 2.38 0.076
H 1.78 0.95 -1.14 0.107
H 4.98 3.10 4.15 0.064
H -3.60 -2.19 6.43 0.061
H -1.12 -4.07 4.64 0.047
H 5.08 -2.84 -3.76 0.119
C 4.45 2.15 4.15 -0.671
C 1.39 3.09 -6.49 -0.631
H -2.49 5.60 0.32 0.075
H -4.53 2.95 -4.95 0.129
C 5.99 2.52 -0.17 -0.650
C 5.44 -3.52 0.84 -0.253
Cl -2.49 0.48 8.71 0.541
H -3.76 2.05 -3.59 0.088
H 4.40 -4.48 -0.52 0.060
H 3.67 -3.14 2.02 0.112
C -0.35 5.33 7.76 -0.648
H 1.39 1.23 1.05 0.112
H -2.51 4.17 -4.20 0.101
H -4.34 -0.89 1.22 0.070
Cl 6.56 0.79 3.31 0.589
H 0.66 0.90 -3.24 0.073
H 3.17 -1.51 -3.54 0.099
H 1.82 -0.47 1.31 0.123
C 2.28 1.88 -6.69 -0.700
H -1.35 -1.45 0.61 0.081
O 4.97 -3.26 -5.75 -0.064
O -2.96 -0.85 -1.13 -0.103
H -1.90 -3.37 1.71 0.045
C -2.06 -4.21 -1.35 -0.242
H 1.90 -3.11 -4.84 0.076
O -5.89 -1.32 -0.04 -0.063
C 0.06 0.21 2.43 -0.213
H -0.84 1.36 4.83 0.034
H -6.13 2.52 -3.46 0.091
H 1.73 -0.81 -1.36 0.122
H 4.59 -1.70 1.70 0.102
H -1.46 -3.58 -3.08 0.094
H -3.81 4.30 -1.63 0.076
H -4.70 -0.39 -6.33 0.084
H 1.72 -0.04 3.79 0.105
Cl 0.95 4.57 1.30 0.528
H 6.46 3.30 -0.76 0.068
H -1.20 3.75 1.28 0.048
Cl -1.63 3.23 6.68 0.543
H 3.88 -3.90 -4.13 0.109
H 0.29 4.23 6.01 0.040
C -1.03 -3.98 3.56 -0.596
H -3.24 -2.41 8.13 0.064
O 4.95 -4.69 0.24 -0.045
N 0.22 -0.14 -0.09 -0.190
H -4.16 -0.08 7.22 0.074
H -4.70 0.27 -1.60 0.105
C -0.05 4.03 7.03 -0.622
H 4.00 2.07 3.15 0.027
H -0.65 -1.79 -1.01 0.086
O -5.07 -0.09 -5.49 -0.055
F 3.03 -4.26 -1.92 0.121
O -2.57 -0.95 -6.12 -0.059
C -4.26 -0.60 -4.46 -0.236
H -1.05 5.22 8.58 0.067
H -1.00 5.30 -0.67 0.055
O -4.23 -3.58 -0.54 -0.096
C 0.20 0.33 -2.44 -0.162
C -1.41 5.62 0.28 -0.608
Cl 3.61 2.14 -7.85 0.558
H -0.19 -0.25 5.24 0.037
F 1.04 -5.39 -2.27 0.125
H -2.12 -0.92 -4.11 0.104
C 0.07 0.77 4.97 -0.117
H -3.87 -5.38 -1.43 0.129
H -0.96 2.12 -2.16 0.109
C -2.79 -0.42 -4.82 -0.238
H 3.65 -0.99 -5.18 0.114
H 6.70 2.36 0.64 0.052
H -4.50 -1.66 -4.33 0.124
H 1.77 1.00 -7.07 0.066
H -3.53 0.99 -0.59 0.108
C -3.10 -0.34 7.28 -0.696
H -3.94 5.15 -3.72 0.124
H 0.58 5.74 8.16 0.068
H -5.56 -2.23 -0.02 0.046
H -2.61 0.16 6.44 0.038
H 2.74 1.60 -5.74 0.055
H -4.43 -0.12 -3.50 0.082
C -2.18 -3.42 2.77 -0.624
H 5.40 0.49 -0.28 0.060
C 5.26 0.91 4.49 -0.655
H 2.82 -3.00 -0.08 0.042
H -1.59 -3.44 -0.71 0.086
Cl -0.76 7.31 0.52 0.511
C 5.76 1.24 -0.98 -0.608
Cl 0.48 -3.13 3.12 0.634
H -0.04 -0.60 -2.96 0.110
H 1.34 1.57 3.41 0.070
C -3.35 -4.70 -0.74 -0.183
Cl 3.14 2.48 5.31 0.606
B 1.64 -4.26 -1.71 -1.289
O -5.46 3.12 -3.12 -0.062
C -4.90 -0.42 0.42 -0.211


Record 2
141
Properties=species:S:1:pos:R:3:lowdin_charge:R:1 method="wB97M-V/def2-TZVPD" homo_ha=-0.2973 e_above_lowest_kcal_mol=58.8 largest_force_ha_per_bohr=0.0860 e_tot_ha=-2299.697575 gap_ev=8.095
C 3.76 -3.13 -1.59 -0.491
H -1.76 4.36 0.06 0.061
H 0.19 -3.18 4.20 0.030
O 1.36 -1.83 3.76 -0.087
H -0.07 2.14 6.49 0.144
H -4.23 -4.30 -0.15 0.081
Li -1.91 0.42 3.20 0.671
H -2.78 6.77 -0.37 0.086
C 4.40 -4.23 -2.36 -0.058
H -1.16 5.54 -3.46 0.087
H 4.47 -1.87 4.66 0.082
H 3.35 0.89 -2.08 0.123
H -1.04 2.15 -2.99 0.078
H 3.95 -4.52 -3.30 0.076
O -1.60 1.68 -5.62 -0.045
O -1.04 1.69 4.76 -0.124
H 5.45 -4.00 -2.57 0.091
H -4.55 1.49 -0.59 0.078
H 4.86 -0.45 -1.65 0.050
O 3.88 -1.99 -2.39 -0.068
H -0.55 -4.89 1.14 0.064
H -4.07 1.93 -3.24 0.066
C 2.67 3.07 1.80 -0.025
C -3.47 2.06 -4.14 -0.049
H -3.85 5.42 -0.47 0.070
H 5.41 3.14 -2.28 0.073
H 1.80 -2.47 -0.98 0.076
C 1.41 -1.81 -5.13 -0.502
O -4.90 -3.54 -2.65 -0.024
C 1.53 3.27 2.81 -0.447
H 2.60 3.85 1.04 0.078
C -5.52 0.98 1.83 -0.052
H -2.10 1.61 7.90 0.084
H -5.39 -2.87 -3.13 0.094
H 4.20 -1.46 2.04 0.087
H -2.91 1.20 6.47 0.083
H 0.78 -5.96 4.71 0.083
C -0.87 1.47 6.16 -0.506
H -2.61 0.13 -4.58 0.114
H 0.11 1.60 -0.41 0.057
H -2.33 2.93 6.72 0.088
C 2.29 -3.34 -1.42 -0.056
O 2.37 -2.59 -4.54 -0.052
H 3.72 3.32 -2.33 0.068
H 1.81 -4.89 3.74 0.064
C 0.25 3.87 2.25 -0.050
H 3.00 -2.25 5.64 0.087
C -2.27 1.16 -4.46 -0.470
H 0.29 -1.84 -3.23 0.077
C -4.10 0.94 1.42 -0.526
H 2.13 -4.19 -0.76 0.081
H 3.81 1.77 -4.39 0.089
H -4.09 2.87 0.36 0.080
H -1.18 -5.41 3.32 0.125
H 1.04 -6.35 2.97 0.080
H 4.42 2.77 -0.81 0.059
H -0.28 -0.06 7.38 0.086
H -2.55 -3.63 -0.20 0.060
H 1.23 -1.99 -6.18 0.151
C -0.29 -4.78 3.32 -0.475
H -0.60 -1.52 -4.69 0.074
H 0.08 -1.26 0.61 0.076
H 0.56 0.16 -1.23 0.049
H -0.64 3.75 2.87 0.079
H 1.02 0.30 -5.46 0.082
H -1.00 -3.36 1.66 0.062
O -0.26 0.08 2.04 -0.397
C 0.21 -2.12 -4.28 -0.061
C 3.45 -2.23 4.65 -0.037
H 3.47 -3.25 4.25 0.069
H -0.26 0.74 -3.64 0.047
H 4.30 -5.20 -1.86 0.084
C 0.95 -5.56 3.71 -0.046
H -0.16 1.85 4.41 0.019
C 4.53 1.17 -3.84 -0.088
H -6.20 0.48 1.14 0.091
H 1.61 0.74 0.05 0.049
H -2.73 4.47 -2.28 0.113
H 0.81 -1.29 3.19 0.052
H 2.87 -2.53 1.77 0.073
C 2.69 -1.42 3.61 -0.501
H -3.94 6.66 -1.75 0.086
H 2.68 -0.40 3.99 0.130
H -4.49 -2.09 -1.10 0.125
C 0.57 0.63 -0.24 -0.086
H 1.88 -0.05 -3.97 0.078
H 1.74 -3.58 -2.32 0.069
H -0.09 3.34 1.36 0.051
H 1.82 3.99 3.58 0.134
H 2.69 -0.26 -5.59 0.083
H 0.42 4.88 1.88 0.080
H 1.02 1.45 2.82 0.043
H -2.09 -1.97 -1.86 0.068
C 1.77 -0.35 -5.01 -0.050
H 4.21 -2.98 -0.61 0.142
H 2.91 -3.08 -5.17 0.125
C 4.33 1.21 -2.44 -0.540
C -1.23 1.13 -3.34 -0.052
O -3.41 1.50 2.47 -0.097
C 4.50 2.69 -1.90 -0.033
H 3.64 3.08 2.30 0.082
H -0.67 5.66 -0.31 0.084
H -2.63 -2.83 -3.32 0.087
H -0.04 -3.18 -4.35 0.091
C -3.86 1.82 0.19 -0.032
H -3.04 -4.71 -1.39 0.086
H -3.18 3.11 -4.14 0.068
C 3.12 -1.56 2.19 -0.030
H -2.89 1.74 -0.31 0.073
H -2.18 1.60 -6.38 0.087
C -3.44 -3.90 -0.78 -0.049
H -5.66 0.57 2.83 0.094
H 0.49 -0.16 5.74 0.079
O -1.60 6.13 -2.83 -0.028
C -0.27 -4.13 1.88 -0.040
C -2.24 5.34 -1.84 -0.498
C -0.42 0.04 6.30 -0.029
H -4.19 1.95 -4.95 0.074
H -1.54 0.48 -2.53 0.061
O 1.29 2.06 3.51 -0.073
O -0.54 -3.79 4.31 -0.069
H -3.34 -1.21 -2.76 0.061
C -3.27 6.11 -1.08 -0.064
H 4.32 0.17 -4.23 0.063
C -2.95 -2.19 -2.50 -0.063
H 3.32 -2.19 -3.15 0.036
C -2.14 1.86 6.84 -0.049
H -3.74 -0.06 1.22 0.146
H 0.78 -3.88 1.71 0.054
O 5.25 0.43 -1.75 -0.041
H -0.54 4.13 -1.15 0.066
H 2.68 -0.83 1.51 0.069
C -4.07 -2.88 -1.72 -0.504
H -1.30 -0.22 0.30 0.072
H 5.54 1.50 -4.09 0.100
C -0.27 -0.23 0.67 -0.445
H -5.85 2.02 1.85 0.092
C -1.25 4.85 -0.76 -0.070
H -3.74 2.39 2.59 0.113
H -1.25 -0.59 5.97 0.090
H 2.61 2.11 1.29 0.055


Record 3
160
Properties=species:S:1:pos:R:3:lowdin_charge:R:1 method="wB97M-V/def2-TZVPD" homo_ha=-0.2932 e_above_lowest_kcal_mol=57.3 largest_force_ha_per_bohr=0.0884 smiles="COCCNCCOC.COCCNCCOC.COCCNCCOC.COCCNCCOC.COCCNCCOC.NC(N)=O.NC(N)=O.NC(N)=O.NC(N)=O.NC(N)=O" e_tot_ha=-3340.411727 gap_ev=8.421
C -3.43 3.41 0.27 -0.681
N 1.72 -3.08 0.91 -0.082
H -5.79 0.90 4.73 0.123
N -1.14 3.78 -4.98 0.172
H -5.83 -0.65 3.81 0.130
C 3.11 4.47 5.11 -0.209
C -1.50 -2.39 3.49 -0.096
H 3.79 -1.54 0.63 0.126
H 6.15 -2.38 1.80 0.088
C 6.23 -4.91 -0.82 -0.121
C -6.85 -2.19 -0.70 -0.073
H -2.89 -0.14 2.61 0.081
H 1.72 -1.90 4.70 0.079
H -2.53 -1.94 -3.71 0.115
C 5.34 -2.57 2.52 -0.076
N 0.19 5.17 -0.82 0.177
C 4.77 2.85 -1.12 -0.727
H -2.53 -2.71 3.36 0.080
H -4.12 -2.28 -5.94 0.132
H -6.90 -1.27 -5.52 0.128
O -3.65 3.52 1.45 0.047
H -0.68 -0.14 1.34 0.063
H 4.22 1.53 3.25 0.117
H -4.55 -2.25 5.24 0.074
O 2.57 -0.48 -2.58 -0.246
H -6.30 -0.53 1.29 0.116
C -1.36 3.20 -3.82 -0.752
H -0.17 -4.07 2.52 0.118
H -4.00 1.76 3.24 0.116
C 2.37 0.31 3.11 -0.193
H 3.85 5.23 5.28 0.108
H -4.98 0.22 -4.72 0.116
H -0.83 5.20 -0.79 0.075
N 1.38 -0.37 -0.11 0.174
O 5.65 2.26 -1.72 0.001
H -1.56 -4.00 1.42 0.141
H 3.19 1.77 -1.69 0.080
O -2.36 3.42 -3.16 0.005
C 1.34 -0.75 -3.15 -0.156
H 6.58 -1.51 -0.70 0.119
H -1.57 -1.82 -1.34 0.074
H 0.52 2.36 -3.79 0.102
H 5.91 -5.53 0.01 0.089
H 1.24 -0.29 -4.18 0.105
H -0.44 6.37 1.49 0.120
O 7.22 -3.99 -0.42 -0.194
H -3.43 5.40 -0.26 0.098
H 4.50 3.49 3.88 0.117
C -5.46 -0.93 0.72 -0.273
N -3.71 0.06 2.06 -0.026
H -3.50 1.41 0.04 0.049
H 3.36 -2.14 -3.59 0.135
C -2.53 -1.36 -1.44 -0.086
H -6.10 -2.52 -4.59 0.122
H 1.01 5.82 2.19 0.116
H 1.53 5.92 6.86 0.087
N -0.37 2.44 -3.33 0.186
H 6.00 -2.42 -3.38 0.115
H 5.50 -0.10 -3.22 0.116
H 5.62 -3.27 3.30 0.089
H -7.59 -4.34 -7.17 0.086
H 4.99 -1.61 2.96 0.091
H -0.43 3.52 -5.59 0.075
C 1.53 -0.88 5.01 -0.123
H -0.50 2.22 -2.31 0.095
C 2.83 -3.29 -0.02 -0.187
C -2.14 -0.93 -3.63 -0.244
H 0.55 -0.45 4.77 0.080
N -0.44 0.77 0.96 0.164
C 3.47 3.85 3.79 -0.237
H 1.31 0.45 2.80 0.105
O 4.28 -3.21 1.85 -0.185
O -2.42 -0.37 -2.41 -0.168
H 0.46 4.42 -1.42 0.066
H 3.28 1.83 1.81 0.107
O -6.30 -2.99 -6.51 -0.169
H -4.79 -0.96 -6.86 0.123
N 5.11 3.96 -0.43 0.146
H -0.02 -2.64 -0.17 0.095
H 0.48 -0.31 -2.61 0.065
H 3.55 4.55 2.95 0.113
C -5.16 0.23 4.13 -0.190
H 1.46 -1.10 0.65 0.073
N -3.20 2.26 -0.39 0.171
O -0.95 -2.25 2.20 -0.222
C -4.60 0.90 2.89 -0.197
H -2.82 -0.88 -0.51 0.063
C -4.31 -1.18 1.69 -0.240
H 1.76 3.03 3.06 0.100
H -2.42 -0.32 -5.79 0.125
H 7.83 -3.65 -2.39 0.108
C 3.19 1.58 2.88 -0.179
N -4.31 -0.54 -4.79 -0.076
C 1.10 5.20 6.16 -0.129
H -7.05 -3.16 -1.14 0.078
H -3.34 4.37 -1.64 0.072
H 3.67 -0.52 -4.34 0.130
C 4.96 -0.88 -2.66 -0.215
O 2.08 4.73 0.35 -0.006
H 0.40 -4.38 -0.03 0.120
H 0.09 5.47 5.82 0.086
H -3.38 -1.97 -1.68 0.095
H -0.88 -3.14 4.04 0.104
H 6.12 4.02 -0.24 0.119
H 3.04 -4.40 -0.14 0.135
C -7.53 -3.55 -6.43 -0.146
H -5.45 1.29 2.33 0.115
H -2.82 0.98 -4.64 0.111
C -4.21 -1.33 5.70 -0.122
O -3.97 -0.28 4.78 -0.219
H -2.02 3.99 -5.50 0.138
H -1.16 1.49 0.85 0.080
N 0.49 5.98 1.31 0.167
H 1.68 -0.78 6.08 0.091
H 4.87 -2.69 -0.05 0.072
H 4.38 4.47 0.07 0.073
H 7.63 -1.13 -2.07 0.122
N 2.57 2.74 3.57 -0.046
C -2.90 -0.13 -4.78 -0.163
H -4.94 -0.96 6.46 0.097
C 0.94 5.21 0.32 -0.675
C 7.74 -3.13 -1.45 -0.201
H 3.12 3.69 5.89 0.129
C 4.01 -2.64 0.59 -0.262
H 2.81 -0.46 2.44 0.092
H 2.60 -2.96 -1.02 0.111
H 0.92 4.20 6.59 0.092
H 1.18 -1.85 -3.17 0.101
H -3.38 2.12 -1.37 0.089
C 0.56 0.82 -0.06 -0.509
H -3.25 -1.65 6.15 0.089
H -7.80 -3.85 -5.40 0.099
H -5.16 -0.19 0.01 0.114
H -3.63 -1.77 1.06 0.101
H 5.34 -4.42 -1.26 0.071
O 0.68 1.75 -0.88 -0.036
H 8.77 -2.88 -1.22 0.121
H 1.93 -0.51 -0.93 0.023
H 6.72 -5.57 -1.56 0.087
H 4.74 -0.42 -1.68 0.117
H 1.95 -3.42 1.81 0.105
H -8.30 -2.89 -6.85 0.091
N 5.68 -2.10 -2.47 -0.062
H -1.52 -1.40 3.97 0.082
N 3.51 2.44 -1.00 0.191
H -6.61 -1.55 -1.56 0.081
H -1.10 -0.98 -4.09 0.110
C 0.38 -3.43 0.50 -0.191
O 1.79 5.03 4.96 -0.210
C -6.11 -2.03 -5.57 -0.276
C -0.60 -3.48 1.68 -0.239
C 6.92 -1.87 -1.69 -0.201
H 2.78 2.99 -0.64 0.034
H -4.71 -1.84 2.46 0.111
C -4.76 -1.38 -5.84 -0.242
O -5.81 -2.18 0.30 -0.181
O 2.48 0.00 4.52 -0.196
H -7.75 -1.78 -0.19 0.098
C 3.58 -1.05 -3.35 -0.208
N -3.22 4.47 -0.62 0.123